[1]
Density functional theory data (wB97M-V/def2-TZVPD) for a cluster of 3 separate species, C32H62N2O8 in total in a non-equilibrium geometry.

Structure (ORCA input):
```
! RIJCOSX wB97M-V def2-TZVPD def2/J DEFGRID3
* xyz 0 1
C 5.508 3.010 -0.112
C 4.099 2.647 -0.026
C 3.513 2.407 1.442
C 3.041 0.874 1.718
C 2.880 0.782 3.338
N 2.531 0.822 4.501
C 1.603 0.696 1.011
C 0.374 0.426 2.004
O -0.086 1.639 2.699
C -1.521 1.509 2.986
C -1.824 0.305 4.052
C 4.136 -0.237 1.329
O 4.298 -0.483 -0.083
C 5.562 0.320 1.894
N 6.496 0.524 2.647
C 3.747 -1.684 1.995
C 4.765 -2.138 3.167
C 4.317 -3.664 3.567
C 2.928 -3.681 4.386
C 1.869 -4.772 3.803
C 0.327 -4.334 4.101
C -0.173 -3.183 3.065
C -1.155 -3.727 1.913
C -0.318 -4.641 0.844
H 6.224 2.293 -0.680
H 5.964 3.942 0.371
H 3.526 2.531 -1.013
H 2.542 3.044 1.521
H 4.184 2.751 2.301
H 1.697 -0.218 0.296
H 1.316 1.596 0.354
H -0.526 0.120 1.329
H 0.523 -0.465 2.723
H -2.156 1.416 2.028
H -1.861 2.491 3.505
H -2.396 0.751 4.945
H -2.402 -0.514 3.494
H -0.823 -0.093 4.468
H 3.674 0.040 -0.636
H 3.863 -2.483 1.159
H 2.638 -1.735 2.307
H 5.859 -2.250 2.793
H 4.737 -1.435 4.092
H 4.095 -4.175 2.545
H 5.168 -4.263 4.044
H 2.393 -2.655 4.278
H 3.160 -3.819 5.498
H 1.993 -4.963 2.675
H 2.062 -5.742 4.399
H -0.366 -5.237 3.968
H 0.190 -3.967 5.185
H 0.770 -2.778 2.553
H -0.683 -2.353 3.672
H -1.554 -2.834 1.300
H -2.059 -4.315 2.302
H -0.088 -5.626 1.394
H -0.922 -4.791 -0.118
H 0.667 -4.112 0.566
C -8.496 4.104 -0.569
O -7.831 2.872 -0.768
C -7.899 2.434 -2.122
C -6.726 1.511 -2.442
O -5.504 2.212 -2.682
C -4.872 2.781 -1.531
C -4.232 1.739 -0.620
O -5.223 1.103 0.183
C -4.813 -0.173 0.638
H -9.564 4.005 -0.787
H -8.374 4.393 0.478
H -8.053 4.887 -1.191
H -7.883 3.290 -2.806
H -8.841 1.890 -2.247
H -6.952 0.998 -3.383
H -6.597 0.736 -1.686
H -5.557 3.433 -0.987
H -4.074 3.418 -1.926
H -3.520 2.227 0.055
H -3.702 0.998 -1.230
H -4.594 -0.830 -0.210
H -5.632 -0.611 1.211
H -3.934 -0.083 1.285
C 2.358 2.495 -7.361
O 2.140 1.383 -6.513
C 3.324 0.987 -5.826
C 2.969 0.261 -4.532
O 2.594 1.145 -3.473
C 1.308 1.762 -3.598
C 0.151 0.797 -3.360
O -0.072 -0.006 -4.514
C -0.731 -1.221 -4.206
H 3.079 2.246 -8.146
H 1.406 2.763 -7.825
H 2.710 3.357 -6.785
H 3.946 1.859 -5.594
H 3.880 0.313 -6.486
H 3.871 -0.247 -4.176
H 2.215 -0.511 -4.689
H 1.214 2.286 -4.550
H 1.277 2.524 -2.812
H -0.766 1.363 -3.165
H 0.378 0.165 -2.493
H -0.140 -1.808 -3.496
H -0.835 -1.795 -5.128
H -1.726 -1.022 -3.797
*
```

SMILES: C=CC[C@@](C#N)(CCOCC)[C@@](O)(C#N)CCCCCCCCC.COCCOCCOC.COCCOCCOC
Energy above the lowest of the compared OMol25 structures with the same formula, charge and spin, kcal per mole: 199.55

***

[2]
Density functional theory data (wB97M-V/def2-TZVPD) for a cluster of 4 separate species, C32H62N4O6 in total.

Structure (ORCA input):
```
! RIJCOSX wB97M-V def2-TZVPD def2/J DEFGRID3
* xyz 0 1
C -0.677 1.119 0.127
C -0.990 -0.318 0.378
O -0.434 -0.999 1.181
O -2.043 -0.827 -0.325
C -1.974 -0.698 -1.740
N -2.692 -1.842 -2.265
C -2.354 -3.131 -1.630
C -0.894 -3.508 -1.687
O -0.675 -4.255 -2.906
C 0.525 -4.876 -2.916
O 1.462 -4.471 -3.523
C -2.726 -1.895 -3.660
O -3.459 -2.587 -4.302
O -1.824 -1.045 -4.172
C -2.009 -0.632 -5.528
C -0.807 0.138 -5.974
C 0.470 -0.204 -5.527
C 1.581 0.525 -5.949
C 1.424 1.597 -6.821
C 0.151 1.933 -7.279
C -0.957 1.213 -6.849
H 0.213 1.366 0.690
H -1.494 1.711 0.530
H -0.549 1.346 -0.924
H -2.455 0.218 -2.072
H -0.932 -0.659 -2.059
H -2.714 -3.129 -0.611
H -2.915 -3.889 -2.164
H -0.643 -4.123 -0.824
H -0.222 -2.654 -1.668
H 0.595 -5.802 -2.336
H -2.165 -1.500 -6.156
H -2.902 -0.015 -5.596
H 0.609 -1.038 -4.857
H 2.556 0.248 -5.583
H 2.288 2.159 -7.140
H 0.037 2.769 -7.952
H -1.943 1.483 -7.200
C 1.353 5.960 3.542
C 1.486 4.556 4.110
N 1.939 3.577 3.142
C 1.803 2.210 3.612
C 2.637 1.764 4.821
C 3.180 3.899 2.461
C 4.436 4.129 3.315
H 0.691 5.966 2.675
H 0.930 6.622 4.299
H 2.314 6.380 3.246
H 0.500 4.242 4.464
H 2.135 4.594 5.001
H 2.009 1.539 2.773
H 0.746 2.056 3.854
H 3.683 1.607 4.562
H 2.253 0.815 5.197
H 2.590 2.484 5.639
H 3.010 4.795 1.859
H 3.375 3.105 1.736
H 4.225 4.749 4.187
H 5.193 4.645 2.722
H 4.877 3.196 3.661
C -0.405 3.073 7.410
C 0.426 4.227 7.946
N -0.082 4.785 9.184
C 0.546 6.043 9.547
C 2.043 6.041 9.882
C -0.275 3.833 10.264
C 0.938 3.020 10.738
H -1.447 3.368 7.277
H -0.009 2.766 6.440
H -0.375 2.199 8.061
H 0.418 5.027 7.200
H 1.474 3.893 8.030
H -0.008 6.464 10.390
H 0.383 6.733 8.713
H 2.243 5.616 10.865
H 2.416 7.067 9.894
H 2.627 5.490 9.145
H -1.055 3.132 9.956
H -0.703 4.376 11.110
H 1.525 2.640 9.901
H 0.598 2.160 11.317
H 1.599 3.600 11.380
C -2.511 -8.453 -8.417
C -1.807 -7.105 -8.402
N -2.378 -6.176 -7.446
C -1.900 -4.818 -7.608
C -0.415 -4.528 -7.350
C -2.465 -6.655 -6.079
C -1.164 -7.093 -5.390
H -3.580 -8.330 -8.595
H -2.099 -9.073 -9.215
H -2.378 -8.998 -7.482
H -1.906 -6.650 -9.391
H -0.728 -7.272 -8.247
H -2.506 -4.178 -6.963
H -2.137 -4.516 -8.634
H -0.173 -4.523 -6.287
H -0.165 -3.540 -7.740
H 0.234 -5.250 -7.847
H -3.160 -7.497 -6.059
H -2.948 -5.877 -5.482
H -0.538 -7.701 -6.043
H -1.404 -7.696 -4.511
H -0.577 -6.241 -5.052
*
```

SMILES: CC(=O)OCN(CCOC=O)C(=O)OCc1ccccc1.CCN(CC)CC.CCN(CC)CC.CCN(CC)CC

***

[3]
Density functional theory data (wB97M-V/def2-TZVPD) for a cluster of 12 separate species, C32H64Br16O8S4 in total in a non-equilibrium geometry.

Structure (ORCA input):
```
! RIJCOSX wB97M-V def2-TZVPD def2/J DEFGRID3
* xyz 0 1
C -4.792 -2.157 -4.000
C -4.284 -1.199 -2.877
C -5.260 -1.093 -1.705
S -6.253 -2.602 -1.717
O -7.619 -2.280 -1.375
O -5.567 -3.716 -1.124
C -6.197 -2.646 -3.546
H -4.114 -2.984 -4.178
H -4.981 -1.547 -4.879
H -4.041 -0.196 -3.219
H -3.349 -1.610 -2.492
H -6.041 -0.356 -1.906
H -4.845 -0.833 -0.731
H -6.876 -1.901 -3.948
H -6.510 -3.669 -3.753
C 6.414 -1.450 2.650
C 5.125 -1.845 1.910
C 4.898 -1.026 0.645
S 6.626 -0.615 0.106
O 6.547 0.641 -0.608
O 7.226 -1.780 -0.514
C 7.256 -0.467 1.838
H 7.040 -2.290 2.950
H 6.138 -0.982 3.597
H 4.320 -1.758 2.632
H 5.245 -2.837 1.469
H 4.531 -0.051 0.984
H 4.329 -1.363 -0.213
H 6.990 0.572 2.060
H 8.340 -0.451 1.924
C -0.314 1.142 -0.505
C -1.218 -0.013 -0.110
C -0.432 -1.263 -0.430
S 1.314 -0.921 -0.061
O 2.069 -1.269 -1.259
O 1.785 -1.365 1.234
C 1.101 0.931 0.022
H -0.709 2.098 -0.151
H -0.265 1.256 -1.591
H -2.201 0.142 -0.550
H -1.353 -0.037 0.976
H -0.400 -1.392 -1.512
H -0.590 -2.232 0.043
H 2.001 1.332 -0.439
H 1.046 1.311 1.042
C 3.422 4.983 2.330
C 2.326 3.997 1.909
C 1.431 4.665 0.830
S 2.247 6.282 0.411
O 1.653 7.369 1.156
O 2.283 6.416 -1.035
C 3.849 5.787 1.158
H 4.260 4.380 2.694
H 3.089 5.553 3.200
H 1.655 3.709 2.722
H 2.698 3.029 1.569
H 0.423 4.933 1.138
H 1.432 4.017 -0.043
H 4.589 6.557 1.355
H 4.291 5.063 0.464
Br -8.005 -0.626 2.803
C -6.132 -1.173 3.051
C -5.237 -0.039 2.600
Br -3.346 -0.593 2.630
H -5.881 -2.130 2.603
H -5.985 -1.327 4.120
H -5.463 0.937 3.030
H -5.480 0.200 1.559
Br 1.458 -5.815 -3.819
C 2.354 -5.982 -2.080
C 3.337 -4.858 -1.990
Br 4.177 -4.987 -0.191
H 2.831 -6.956 -2.063
H 1.580 -5.956 -1.319
H 2.904 -3.866 -2.004
H 4.167 -5.056 -2.658
Br -2.202 -3.631 -2.553
C -2.822 -5.076 -1.332
C -2.331 -4.732 0.059
Br -2.348 -6.406 1.063
H -2.420 -6.034 -1.655
H -3.900 -5.203 -1.396
H -3.067 -4.086 0.534
H -1.336 -4.304 0.059
Br 0.699 -2.087 5.645
C 0.696 -3.197 4.013
C -0.609 -3.034 3.268
Br -2.179 -3.512 4.318
H 0.915 -4.238 4.250
H 1.560 -2.906 3.416
H -0.657 -3.647 2.370
H -0.826 -2.004 2.998
Br -1.169 -0.091 -3.737
C -0.684 1.508 -4.761
C -1.505 1.733 -6.005
Br -3.432 1.870 -5.556
H 0.353 1.321 -5.027
H -0.806 2.292 -4.023
H -1.364 0.964 -6.759
H -1.247 2.673 -6.488
Br -1.936 3.969 5.994
C -0.681 2.882 4.938
C -1.084 1.421 4.872
Br 0.086 0.739 3.474
H 0.285 2.913 5.441
H -0.544 3.346 3.967
H -2.132 1.275 4.631
H -0.832 0.949 5.817
Br -3.977 4.609 -1.427
C -4.573 3.022 -0.325
C -3.335 2.518 0.393
Br -2.467 3.809 1.586
H -4.986 2.374 -1.087
H -5.312 3.374 0.387
H -2.578 2.175 -0.305
H -3.560 1.707 1.085
Br 2.858 2.331 -2.760
C 4.244 3.621 -3.402
C 5.569 3.178 -2.824
Br 7.055 4.230 -3.498
H 3.990 4.635 -3.096
H 4.240 3.601 -4.488
H 5.667 2.144 -3.144
H 5.623 3.267 -1.747
*
```

SMILES: O=S1(=O)CCCC1.O=S1(=O)CCCC1.O=S1(=O)CCCC1.O=S1(=O)CCCC1.BrCCBr.BrCCBr.BrCCBr.BrCCBr.BrCCBr.BrCCBr.BrCCBr.BrCCBr
Energy above the lowest of the compared OMol25 structures with the same formula, charge and spin, kcal per mole: 0.00

***

[4]
Density functional theory data (wB97M-V/def2-TZVPD) for a cluster of 8 separate species, C32H64O24 in total in a non-equilibrium geometry.

Structure (ORCA input):
```
! RIJCOSX wB97M-V def2-TZVPD def2/J DEFGRID3
* xyz 0 1
C 3.865 -4.890 -2.340
C 4.047 -3.819 -1.287
O 4.708 -2.621 -1.732
C 4.063 -1.879 -2.615
O 3.070 -2.184 -3.234
O 4.695 -0.730 -2.743
C 4.030 0.315 -3.476
H 3.046 -4.611 -3.004
H 3.699 -5.855 -1.868
H 4.700 -4.929 -3.045
H 4.716 -4.209 -0.524
H 3.062 -3.567 -0.892
H 4.214 0.213 -4.544
H 4.524 1.222 -3.144
H 2.973 0.290 -3.237
C 3.287 -2.110 6.689
C 3.456 -1.262 5.439
O 2.576 -0.129 5.465
C 2.475 0.693 4.417
O 3.080 0.637 3.380
O 1.639 1.639 4.809
C 1.285 2.781 3.993
H 3.682 -1.560 7.540
H 3.882 -3.008 6.506
H 2.293 -2.506 6.886
H 3.192 -1.826 4.538
H 4.463 -0.862 5.311
H 0.213 2.675 3.884
H 1.816 2.737 3.045
H 1.572 3.703 4.489
C 0.013 4.789 -7.172
C -0.669 3.481 -6.702
O 0.039 3.078 -5.528
C -0.441 1.981 -4.941
O -1.246 1.237 -5.442
O 0.136 1.825 -3.776
C -0.017 0.643 -3.022
H -0.214 5.106 -8.187
H 1.085 4.671 -7.036
H -0.383 5.574 -6.521
H -0.439 2.742 -7.471
H -1.732 3.632 -6.549
H -0.323 -0.214 -3.619
H -0.705 0.780 -2.186
H 0.947 0.412 -2.571
C -1.072 0.488 2.227
C -1.918 -0.791 2.200
O -1.156 -1.879 1.708
C -0.951 -1.942 0.396
O -1.270 -1.132 -0.426
O -0.266 -3.061 0.188
C 0.155 -3.342 -1.147
H -1.512 1.361 2.713
H -0.687 0.885 1.286
H -0.131 0.283 2.751
H -2.877 -0.606 1.722
H -2.163 -0.968 3.246
H -0.698 -3.241 -1.815
H 0.594 -4.334 -1.110
H 0.950 -2.666 -1.471
C -5.929 0.785 2.722
C -5.582 2.184 2.187
O -4.905 2.070 0.944
C -4.090 3.116 0.665
O -3.984 4.096 1.344
O -3.488 2.839 -0.461
C -2.517 3.752 -0.949
H -6.193 0.923 3.769
H -5.052 0.167 2.550
H -6.806 0.369 2.228
H -5.009 2.667 2.978
H -6.506 2.761 2.110
H -2.874 4.439 -1.717
H -1.755 3.153 -1.445
H -2.016 4.325 -0.171
C 1.976 0.130 0.179
C 2.757 1.421 0.035
O 2.253 2.132 -1.105
C 1.379 3.116 -0.946
O 0.681 3.323 0.017
O 1.546 3.921 -1.992
C 0.678 5.040 -2.154
H 2.436 -0.665 -0.409
H 0.912 0.257 -0.016
H 1.933 -0.199 1.221
H 3.826 1.279 -0.099
H 2.619 2.028 0.929
H -0.341 4.780 -1.873
H 0.778 5.356 -3.185
H 0.967 5.802 -1.427
C -0.897 -3.124 -4.816
C -1.126 -2.575 -6.232
O -0.747 -3.576 -7.151
C -0.909 -3.338 -8.442
O -1.214 -2.278 -8.921
O -0.734 -4.485 -9.095
C -0.941 -4.420 -10.506
H -0.982 -2.365 -4.037
H 0.194 -3.274 -4.804
H -1.420 -4.024 -4.514
H -0.667 -1.598 -6.343
H -2.212 -2.426 -6.203
H -1.229 -3.442 -10.885
H -1.786 -5.071 -10.726
H -0.051 -4.746 -11.035
C -2.029 0.271 11.793
C -2.469 -0.389 10.518
O -1.425 -0.181 9.559
C -1.587 -0.720 8.365
O -2.537 -1.346 7.979
O -0.467 -0.527 7.660
C -0.501 -1.075 6.346
H -1.796 1.316 11.582
H -1.135 -0.214 12.181
H -2.860 0.263 12.498
H -3.479 -0.043 10.278
H -2.588 -1.474 10.588
H -1.045 -0.391 5.696
H -0.936 -2.073 6.313
H 0.510 -1.183 5.971
*
```

SMILES: CCOC(=O)OC.CCOC(=O)OC.CCOC(=O)OC.CCOC(=O)OC.CCOC(=O)OC.CCOC(=O)OC.CCOC(=O)OC.CCOC(=O)OC
Energy above the lowest of the compared OMol25 structures with the same formula, charge and spin, kcal per mole: 32.65

***

| no. | highest occupied orbital energy (eV) |
| --- | --- |
| 1 | -8.3 |
| 2 | -7.9 |
| 3 | -10.0 |
| 4 | -10.6 |